No. 1
Entry from the OMol25 dataset: one molecule with the formula C4H6INS at a distorted geometry (wB97M-V/def2-TZVPD).

The geometry in XYZ format:
```
13
Properties=species:S:1:pos:R:3:mulliken_charge:R:1
C 1.02 1.96 -1.35 0.072
C 0.50 0.84 0.87 -0.627
C -0.56 -0.48 0.70 -0.067
C -0.11 -1.43 -0.33 -1.133
N 0.75 1.37 -0.34 0.051
S -2.23 0.04 0.51 -0.322
I 0.03 1.94 -3.21 0.240
H -0.16 1.42 1.63 0.304
H 1.40 0.46 1.57 0.316
H -0.57 -0.93 1.70 0.269
H -0.53 -1.21 -1.42 0.212
H -0.50 -2.43 -0.17 0.383
H 0.97 -1.54 -0.18 0.301
```

Its LUMO energy (spin up / spin down) is -2.79 / -2.79 eV. The value obtained for the calculated total energy is -24665.96760 eV. Its relative energy (zero: lowest compared OMol25 entry of this formula, charge and spin) is 433.2 kJ/mol. The calculation puts the HOMO energy (spin up / spin down) at -7.1 / -7.1 eV. The value obtained for the HOMO-LUMO gap (spin up / spin down) is 4.288 / 4.302 eV.



No. 2
Entry from the OMol25 dataset: a 7-piece molecular cluster, C31H79ClN7O15 overall at a distorted geometry (wB97M-V/def2-TZVPD).

The geometry in XYZ format:
```
133
Properties=species:S:1:pos:R:3:mulliken_charge:R:1
Cl 0.37 -0.89 -0.70 1.097
O 1.30 -1.94 -1.20 -0.759
O 0.55 -0.72 0.74 -0.555
O 0.63 0.35 -1.37 -0.345
O -0.95 -1.31 -1.02 -0.611
C -0.56 -0.70 -5.03 0.637
O -1.60 -0.10 -4.64 -0.643
N -0.25 -0.72 -6.30 -0.456
N 0.31 -1.43 -4.36 -0.021
H -0.87 -0.19 -6.89 0.286
H 0.59 -1.20 -6.60 0.126
H 0.34 -1.48 -3.36 -0.131
H 1.02 -1.81 -4.96 0.136
C -5.09 4.45 -2.79 -0.836
O -4.35 3.22 -2.68 -0.201
C -3.94 2.93 -1.24 -0.944
C -2.79 1.89 -1.30 -0.339
N -3.02 0.69 -2.11 0.296
C -4.25 -0.06 -1.71 -0.935
C -4.25 -1.39 -2.41 -0.161
O -3.97 -1.26 -3.81 -0.265
C -3.52 -2.46 -4.55 -0.631
H -5.35 4.71 -3.81 0.214
H -4.61 5.33 -2.37 0.318
H -5.95 4.26 -2.13 0.324
H -4.77 2.81 -0.54 0.445
H -3.50 3.82 -0.79 0.530
H -2.60 1.62 -0.27 0.345
H -1.89 2.37 -1.69 0.113
H -2.22 0.11 -1.90 -0.054
H -5.15 0.53 -1.86 0.428
H -4.29 -0.21 -0.63 0.428
H -5.09 -2.07 -2.23 0.501
H -3.47 -2.04 -2.01 -0.147
H -3.25 -2.31 -5.60 0.296
H -4.30 -3.21 -4.66 0.383
H -2.70 -2.90 -3.99 0.049
C 2.76 8.13 -1.14 -0.749
O 2.49 6.71 -1.46 -0.289
C 3.58 6.04 -2.16 -0.662
C 3.33 4.54 -2.26 -0.156
N 2.45 4.33 -3.40 -0.358
C 1.86 2.99 -3.27 -0.776
C 1.43 2.43 -4.69 0.108
O 2.29 2.71 -5.73 -0.422
C 2.01 1.98 -6.96 -0.652
H 3.80 8.22 -0.82 0.321
H 2.11 8.43 -0.31 0.238
H 2.58 8.81 -1.97 0.259
H 4.50 6.04 -1.56 0.403
H 3.93 6.50 -3.08 0.343
H 2.94 4.02 -1.39 0.030
H 4.31 4.15 -2.52 0.349
H 3.04 4.37 -4.22 0.309
H 1.02 2.91 -2.58 0.367
H 2.58 2.24 -2.93 0.302
H 0.43 2.78 -4.94 0.405
H 1.42 1.35 -4.58 -0.100
H 2.23 0.92 -6.88 0.204
H 2.52 2.48 -7.79 0.276
H 0.94 2.08 -7.12 0.287
C -0.60 -5.42 -4.61 -0.495
O 0.01 -5.89 -3.42 -0.426
C -0.16 -5.07 -2.23 -0.066
C 0.76 -5.48 -1.11 -0.803
N 0.43 -4.82 0.11 0.697
C 1.36 -5.09 1.19 -0.629
C 1.44 -6.54 1.75 -0.816
O 0.36 -6.81 2.58 -0.385
C -0.68 -7.56 2.01 -0.564
H -0.46 -6.20 -5.36 0.303
H -0.23 -4.42 -4.87 0.111
H -1.67 -5.54 -4.42 0.276
H -1.19 -5.07 -1.87 0.277
H 0.08 -4.03 -2.42 -0.014
H 1.81 -5.32 -1.38 0.311
H 0.62 -6.55 -0.94 0.342
H 0.37 -3.83 -0.11 -0.339
H 1.29 -4.41 2.04 0.152
H 2.36 -4.90 0.80 0.541
H 2.34 -6.57 2.37 0.385
H 1.53 -7.30 0.97 0.424
H -0.23 -8.51 1.74 0.381
H -1.15 -7.01 1.19 0.196
H -1.40 -7.76 2.80 0.181
C 3.10 1.99 0.70 -0.296
O 2.61 3.14 1.39 -0.340
C 1.22 3.06 1.69 -0.544
C 0.87 2.29 3.03 -0.337
N 1.04 3.05 4.25 -0.378
C 2.40 3.55 4.53 -0.167
C 2.44 4.73 5.58 -0.818
O 2.20 4.25 6.82 -0.162
C 2.52 5.26 7.78 -0.847
H 2.76 2.00 -0.33 -0.119
H 2.82 1.01 1.10 0.225
H 4.18 2.07 0.63 0.305
H 0.65 2.66 0.84 0.147
H 0.71 4.02 1.79 0.471
H 1.52 1.42 3.05 0.161
H -0.17 1.95 3.05 0.333
H 1.00 2.37 4.99 0.195
H 2.81 4.06 3.66 0.298
H 3.06 2.80 4.97 0.236
H 1.74 5.50 5.24 0.349
H 3.47 5.06 5.45 0.380
H 2.53 4.74 8.74 0.226
H 1.77 6.06 7.71 0.343
H 3.49 5.74 7.74 0.336
C 1.29 0.58 7.18 -0.892
O 0.57 0.31 6.01 -0.152
C -0.11 -0.86 5.97 -0.623
C -0.49 -1.10 4.49 -0.336
N -1.10 -2.41 4.26 -0.449
C -1.06 -2.85 2.85 -0.088
C -1.69 -4.26 2.66 -0.156
O -3.04 -4.28 3.14 -0.470
C -3.76 -5.49 2.79 -0.582
H 1.43 1.63 7.46 0.201
H 2.19 0.01 7.37 0.357
H 0.72 0.40 8.10 0.408
H -1.03 -0.77 6.56 0.304
H 0.43 -1.74 6.32 0.364
H 0.31 -0.99 3.75 0.145
H -1.31 -0.43 4.21 0.298
H -2.08 -2.33 4.50 0.314
H -0.01 -2.95 2.58 -0.174
H -1.46 -2.10 2.16 0.296
H -1.20 -4.98 3.31 0.210
H -1.65 -4.54 1.61 0.295
H -3.78 -5.58 1.71 0.265
H -4.80 -5.54 3.11 0.304
H -3.25 -6.30 3.31 0.174
```

Its LUMO energy is 2.39 eV. The value obtained for the calculated total energy is -87079.08338 eV. The calculation puts the HOMO energy at -5.3 eV. Its total charge is -1. The value obtained for the HOMO-LUMO gap is 7.736 eV.



No. 3
Entry from the OMol25 dataset: C2 as an isolated structure at a distorted geometry (wB97M-V/def2-TZVPD).

The geometry in XYZ format:
```
2
Properties=species:S:1:pos:R:3:mulliken_charge:R:1
C 0.00 0.00 1.02 0.000
C 0.00 0.00 -1.02 0.000
```

Its LUMO energy is -2.70 eV. The value obtained for the calculated total energy is -2060.70739 eV. Its relative energy (zero: lowest compared OMol25 entry of this formula, charge and spin) is 388.3 kJ/mol. The calculation puts the HOMO energy at -9.1 eV. The value obtained for the HOMO-LUMO gap is 6.373 eV.



No. 4
Entry from the OMol25 dataset: a 2-piece molecular cluster, C11H16Cl2I2N3O2S overall at a distorted geometry (wB97M-V/def2-TZVPD).

The geometry in XYZ format:
```
37
Properties=species:S:1:pos:R:3:mulliken_charge:R:1
C -1.90 -4.85 1.35 -0.954
N -0.66 -4.11 1.65 0.027
C 0.47 -4.66 0.89 -0.843
C -0.82 -2.75 1.38 0.679
O -1.68 -2.26 0.69 -0.437
C 0.17 -1.82 2.09 -1.405
C 0.91 -0.98 1.11 0.574
N 2.13 -1.25 0.69 0.077
C 2.58 -0.29 -0.19 -0.365
I 4.42 -0.36 -1.07 0.318
C 1.58 0.62 -0.30 -0.013
S 1.54 2.10 -1.20 0.048
N 0.54 0.16 0.52 0.182
C -0.75 0.81 0.81 -0.491
C -1.62 1.15 -0.40 -0.066
O -1.40 2.10 -1.09 -0.398
I -3.36 -0.01 -0.76 0.098
H -2.12 -4.86 0.29 0.384
H -1.76 -5.87 1.69 0.348
H -2.73 -4.41 1.90 0.337
H 0.12 -5.09 -0.05 0.368
H 0.97 -5.44 1.46 0.311
H 1.20 -3.89 0.64 0.218
H 0.89 -2.41 2.65 0.423
H -0.39 -1.21 2.78 0.386
H 2.68 -2.05 0.99 0.322
H 2.75 1.95 -1.74 0.065
H -1.31 0.13 1.45 0.467
H -0.57 1.73 1.37 0.337
Cl -0.33 8.06 -2.72 -0.178
C -0.57 6.32 -3.05 -0.484
C -0.10 5.46 -1.90 -0.175
Cl 1.68 5.51 -1.71 -0.214
H -0.04 6.08 -3.96 0.327
H -1.63 6.17 -3.20 0.317
H -0.37 4.43 -2.09 0.076
H -0.54 5.79 -0.96 0.334
```

Its LUMO energy is -3.04 eV. The value obtained for the calculated total energy is -72306.57599 eV. The calculation puts the HOMO energy at -12.1 eV. Its total charge is +1. The value obtained for the HOMO-LUMO gap is 9.086 eV.